# 1
{
  "formula": "C4H13NOS",
  "method": "ωB97M-V with the def2-TZVPD basis set",
  "symbols": ["C", "C", "N", "C", "C", "S", "H", "H", "H", "H", "H", "H", "H", "H", "H", "H", "H", "O", "H", "H"],
  "xyz": [[1.580, 1.217, 0.850], [-0.012, 1.294, 0.584], [-0.608, 0.099, -0.109], [-0.423, -1.298, 0.480], [0.860, -1.921, 0.877], [1.814, -2.375, -0.522], [1.838, 0.543, 1.648], [2.253, 0.923, 0.032], [1.919, 2.239, 1.168], [-0.090, 2.126, -0.096], [-0.533, 1.451, 1.565], [-0.538, 0.142, -1.141], [-0.945, -2.125, -0.100], [-0.891, -1.340, 1.481], [1.391, -1.256, 1.536], [0.674, -2.906, 1.321], [2.596, -1.209, -0.782], [-3.578, 1.233, -3.211], [-3.206, 2.094, -3.176], [-4.101, 1.071, -2.404]],
  "smiles": "CCNCCS.O"
}

***

# 2
{
  "formula": "C4H13NOS",
  "method": "ωB97M-V with the def2-TZVPD basis set",
  "symbols": ["C", "N", "C", "C", "C", "S", "H", "H", "H", "H", "H", "H", "H", "H", "H", "H", "H", "O", "H", "H"],
  "xyz": [[2.006, -0.638, -0.249], [0.646, -0.687, -0.844], [-0.382, -1.577, -0.294], [-1.780, -1.542, -0.933], [-0.590, -1.260, 1.201], [-1.747, -2.387, 2.105], [2.717, -1.293, -0.754], [2.259, 0.427, -0.322], [2.017, -0.910, 0.808], [0.775, -1.008, -1.796], [0.036, -2.585, -0.301], [-2.408, -2.396, -0.758], [-2.360, -0.795, -0.357], [-1.790, -1.099, -1.937], [0.215, -1.364, 1.930], [-1.007, -0.253, 1.154], [-2.183, -1.599, 3.104], [1.150, 6.629, -0.542], [0.760, 7.149, -1.231], [1.667, 7.188, 0.019]],
  "smiles": "CN[C@H](C)CS.O"
}

***

# 3
{
  "formula": "C4H13NOS",
  "method": "ωB97M-V with the def2-TZVPD basis set",
  "symbols": ["C", "C", "N", "C", "C", "S", "H", "H", "H", "H", "H", "H", "H", "H", "H", "H", "H", "O", "H", "H"],
  "xyz": [[1.442, 2.188, 1.061], [0.905, 0.797, 0.720], [-0.547, 0.563, 0.814], [1.367, 0.345, -0.652], [1.214, -1.125, -0.973], [-0.166, -1.483, -2.108], [1.416, 2.863, 0.202], [2.460, 2.037, 1.432], [0.868, 2.641, 1.863], [1.310, 0.104, 1.441], [-0.916, 1.039, 1.635], [-1.014, 1.068, 0.060], [0.948, 1.018, -1.405], [2.352, 0.783, -0.890], [2.089, -1.543, -1.459], [1.083, -1.665, -0.043], [-1.167, -1.334, -1.237], [-4.239, -2.771, 0.060], [-4.556, -2.016, -0.443], [-4.850, -3.509, -0.077]],
  "smiles": "C[C@@H](N)CCS.O"
}

***

# 4
{
  "formula": "C4H13NOS",
  "method": "ωB97M-V with the def2-TZVPD basis set",
  "symbols": ["C", "N", "C", "C", "C", "S", "H", "H", "H", "H", "H", "H", "H", "H", "H", "H", "H", "O", "H", "H"],
  "xyz": [[-1.342, -2.121, 1.787], [-0.649, -1.373, 0.737], [0.747, -0.754, 1.128], [0.582, 0.752, 0.786], [0.462, 1.030, -0.707], [1.942, 0.817, -1.855], [-1.034, -1.914, 2.825], [-1.332, -3.234, 1.728], [-2.410, -1.817, 1.664], [-0.459, -2.045, -0.056], [1.520, -1.267, 0.441], [1.148, -0.572, 2.123], [1.275, 1.486, 1.162], [-0.336, 1.066, 1.329], [0.243, 2.103, -0.927], [-0.395, 0.387, -1.080], [2.282, -0.554, -1.753], [-2.992, 0.969, 0.025], [-2.502, 0.165, -0.405], [-3.293, 1.541, -0.687]],
  "smiles": "CNCCCS.O"
}

***

# 5
{
  "formula": "C4H13NOS",
  "method": "ωB97M-V with the def2-TZVPD basis set",
  "symbols": ["C", "S", "C", "C", "C", "N", "H", "H", "H", "H", "H", "H", "H", "H", "H", "H", "H", "O", "H", "H"],
  "xyz": [[-1.565, -1.862, -0.607], [-1.331, -0.122, -1.044], [-0.065, 0.315, 0.120], [1.294, -0.343, -0.238], [2.425, 0.336, 0.513], [3.691, -0.300, 0.243], [-0.701, -2.250, -0.041], [-1.686, -2.466, -1.522], [-2.470, -1.977, 0.013], [0.039, 1.414, 0.049], [-0.312, 0.067, 1.171], [1.299, -1.443, -0.113], [1.414, -0.126, -1.317], [2.244, 0.068, 1.571], [2.425, 1.441, 0.440], [3.748, -0.172, -0.773], [3.687, -1.314, 0.402], [-4.855, 3.285, 0.400], [-4.140, 2.950, -0.186], [-5.140, 2.499, 0.918]],
  "smiles": "CSCCCN.O"
}

***

# 6
{
  "formula": "C4H13NOS",
  "method": "ωB97M-V with the def2-TZVPD basis set",
  "symbols": ["C", "S", "C", "C", "C", "N", "H", "H", "H", "H", "H", "H", "H", "H", "H", "H", "H", "O", "H", "H"],
  "xyz": [[-3.469, -0.827, -2.016], [-2.725, 0.647, -1.235], [-0.986, 0.033, -1.145], [-0.458, 0.129, 0.259], [1.095, -0.100, 0.360], [1.613, 0.327, 1.670], [-3.336, -1.681, -1.330], [-2.904, -1.028, -2.941], [-4.539, -0.742, -2.268], [-0.882, -0.937, -1.667], [-0.457, 0.797, -1.746], [-0.575, 1.200, 0.513], [-1.052, -0.457, 0.987], [1.603, 0.434, -0.466], [1.300, -1.181, 0.238], [1.573, 1.349, 1.756], [2.607, 0.086, 1.602], [3.829, 0.366, 2.196], [4.250, 0.287, 3.081], [3.512, 1.296, 2.153]],
  "smiles": "CSCCCN.O"
}

***

# 7
{
  "formula": "C4H13NOS2",
  "method": "ωB97M-V with the def2-TZVPD basis set",
  "symbols": ["N", "C", "C", "S", "S", "C", "C", "H", "H", "H", "H", "H", "H", "H", "H", "H", "H", "H", "H", "H", "O"],
  "xyz": [[-1.299, -0.800, 2.511], [-1.396, -0.962, 1.076], [-1.752, 0.378, 0.392], [-0.484, 1.724, 0.347], [1.349, 0.648, -0.075], [1.684, 1.219, -1.817], [1.386, 0.147, -2.818], [-2.157, -0.412, 2.894], [-0.602, -0.163, 2.870], [-2.155, -1.741, 0.984], [-0.520, -1.271, 0.486], [-2.524, 0.920, 0.961], [-2.190, 0.133, -0.574], [2.740, 1.465, -1.762], [1.109, 2.140, -1.970], [0.901, 0.320, -3.806], [2.254, -0.372, -3.245], [0.761, -0.644, -2.399], [0.454, -3.237, 0.216], [-0.612, -3.772, 1.237], [-0.279, -3.868, 0.347]],
  "charge": -1,
  "spin_multiplicity": 2
}

***

# 8
{
  "formula": "C4H13NOS2",
  "method": "ωB97M-V with the def2-TZVPD basis set",
  "symbols": ["C", "N", "C", "C", "C", "S", "S", "H", "H", "H", "H", "H", "H", "H", "H", "H", "H", "H", "O", "H", "H"],
  "xyz": [[-1.408, -0.817, -3.304], [-1.904, -0.359, -2.013], [-0.931, -0.713, -0.948], [-1.809, -0.824, 0.287], [0.192, 0.267, -0.869], [1.825, -0.253, -0.098], [1.640, 0.284, 1.934], [-2.105, -1.035, -4.145], [-0.953, -1.818, -3.108], [-0.618, -0.164, -3.704], [-2.758, -0.758, -1.842], [-0.507, -1.722, -1.074], [-2.262, 0.176, 0.558], [-1.191, -1.122, 1.200], [-2.556, -1.539, 0.079], [0.485, 0.684, -1.927], [-0.011, 1.245, -0.425], [1.256, -0.926, 2.480], [-0.737, 2.105, 2.669], [-1.227, 1.984, 1.863], [-0.025, 2.674, 2.416]],
  "smiles": "CN[C@H](C)CSS.O"
}

***

Record-wise calculated total energy values, in Ha: -688.321360; -688.330280; -688.361340; -688.312041; -688.356057; -688.314414; -1086.525955; -1086.528385
Record-wise energy above the lowest of the compared OMol25 structures with the same formula, charge and spin values, in kJ/mol: 176.8; 153.4; 71.9; 201.3; 85.7; 195.1; 16.2; 138.9